No. 1
C11H13N5O2S | the ωB97M-V functional and the def2-TZVPD basis

Last column: Mulliken charge in e.
Element x y z (Å)
1 H -2.19 2.71 2.55  0.437
2 C 0.71 -0.93 0.02  2.651
3 C -0.69 -0.34 0.29  -0.914
4 C 0.58 -2.70 1.80  0.199
5 H 1.10 -0.69 2.13  0.352
6 H -2.01 -1.74 -0.76  0.603
7 H 2.23 -0.45 -1.44  0.550
8 H -1.48 -0.56 -3.99  0.298
9 C -1.78 -0.68 -0.74  -1.160
10 N 0.36 -3.06 -1.48  -0.627
11 C -1.52 -0.07 -2.10  0.289
12 H -0.72 0.73 0.44  -0.184
13 C 0.60 -2.13 -0.84  -0.663
14 C 0.72 2.46 1.52  0.503
15 H 2.61 0.09 0.15  0.469
16 C 1.80 0.02 -0.56  -1.263
17 C -1.15 2.50 2.46  0.095
18 O -1.70 1.11 -2.32  -0.611
19 H -1.49 -1.83 -2.98  0.272
20 C 1.25 -1.47 1.38  -0.963
21 S 1.90 2.70 0.24  -0.215
22 N -0.19 -3.53 2.06  -0.505
23 H 0.32 1.56 -1.21  0.272
24 C 1.37 1.43 -0.97  -0.681
25 N -0.36 1.95 3.24  -0.399
26 N -1.07 -0.91 -3.13  -0.473
27 O -0.53 2.88 1.31  -0.276
28 H -1.04 -0.79 1.22  0.729
29 N 0.87 1.91 2.64  -0.232
30 H 2.31 -1.66 1.31  0.524
31 H -2.68 -0.20 -0.38  0.513
32 H 1.91 1.70 -1.86  0.409

Results
orbital gap = 10.35 eV
M = 279.32 g mol⁻¹
LUMO energy = 0.43 eV
HOMO = -9.93 eV
structure (SMILES) = N#CC[C@](C#N)(CCSc1nnco1)CCC(N)=O
multiplicity = 1

No. 2
C11H13NO | the ωB97M-V functional and the def2-TZVPD basis

Last column: Mulliken charge in e.
Element x y z (Å)
1 H -0.24 2.25 0.82  0.421
2 H 3.74 -1.78 0.30  0.387
3 H 0.13 2.86 -0.74  0.471
4 C -1.47 1.44 -0.63  -0.972
5 C -0.09 1.93 -0.18  -1.374
6 C -0.69 -0.98 -0.19  0.107
7 H -4.01 0.21 -0.03  0.416
8 C 0.96 0.91 -0.17  1.007
9 H 1.33 -2.49 0.02  0.323
10 N -1.95 0.12 1.51  -0.658
11 C 0.66 -0.46 -0.11  0.549
12 O -0.87 -2.18 -0.40  -0.678
13 H -1.13 0.64 1.94  0.326
14 H -1.49 1.25 -1.75  0.348
15 H -2.25 2.17 -0.32  0.325
16 H -3.13 -0.46 -1.46  0.421
17 C 3.26 0.29 0.10  -0.352
18 C 2.99 -1.02 0.11  -0.754
19 C -3.19 -0.45 -0.40  -1.812
20 H -2.86 0.59 1.72  0.345
21 C -1.82 0.10 0.10  1.108
22 H -3.40 -1.37 0.03  0.479
23 C 1.65 -1.39 0.07  -0.478
24 H 4.29 0.59 0.13  0.383
25 H 2.46 2.38 -0.10  0.302
26 C 2.27 1.27 -0.02  -0.640

Results
orbital gap = 9.44 eV
M = 175.23 g mol⁻¹
LUMO energy = 0.34 eV
ΔE to the lowest compared entry with this formula, charge and spin = 30.8 kJ/mol
HOMO = -9.10 eV
structure (SMILES) = C[C@]1(N)CCc2ccccc2C1=O
multiplicity = 1

No. 3
C11H13OP | the ωB97M-V functional and the def2-TZVPD basis

Last column: Mulliken charge in e.
Element x y z (Å)
1 P 1.73 -1.02 0.49  0.490
2 H -2.99 0.33 0.62  0.038
3 C -0.86 -0.25 0.40  0.790
4 C -2.77 -2.01 0.35  -1.400
5 H 2.17 2.46 -0.93  0.331
6 C -1.23 -1.61 0.29  1.187
7 C -0.26 -2.49 0.36  -1.209
8 H -0.33 3.55 0.68  0.481
9 C 2.31 -1.23 -1.19  -0.852
10 C 0.72 1.61 0.40  0.828
11 H -3.18 -1.81 1.38  0.349
12 H 2.16 -0.25 -1.55  0.346
13 H 2.61 2.88 0.85  0.279
14 C 0.47 0.25 0.45  0.260
15 H 2.82 1.31 0.07  0.468
16 H -2.56 2.64 0.56  0.273
17 H -0.20 -3.51 0.30  0.455
18 O 2.64 -0.87 1.60  -0.680
19 C 2.13 2.09 0.09  -1.604
20 C -0.38 2.52 0.54  -0.665
21 C -1.88 0.67 0.52  -0.736
22 H -3.39 -1.29 -0.27  0.332
23 C -1.64 2.00 0.65  -0.787
24 H -2.89 -3.00 0.02  0.398
25 H 3.47 -1.48 -1.23  0.314
26 H 1.78 -1.99 -1.91  0.313

Results
orbital gap = 8.85 eV
M = 192.20 g mol⁻¹
LUMO energy = 0.34 eV
ΔE to the lowest compared entry with this formula, charge and spin = 175.6 kJ/mol
HOMO = -8.51 eV
multiplicity = 1

No. 4
C11H14AsN2OS5SeTc | the ωB97M-V functional and the def2-TZVPD basis

Last column: Mulliken charge in e.
Element x y z (Å)
1 H 10.17 1.60 17.69  0.397
2 Tc 3.17 3.27 14.03  0.358
3 C 4.74 -2.36 12.93  -0.361
4 H 3.16 -1.09 12.20  0.185
5 H 3.12 -3.41 13.82  0.334
6 C 3.71 -3.50 12.93  -0.727
7 H 2.41 -4.52 11.61  0.365
8 C 8.05 2.20 17.68  -0.782
9 H 8.10 2.67 18.61  0.472
10 C 9.19 1.60 17.19  -0.418
11 C 6.85 2.16 16.93  -0.528
12 C 2.76 -3.53 11.72  -1.163
13 H 8.12 0.17 14.42  0.392
14 C 7.99 0.82 15.24  -0.359
15 As 0.87 4.69 15.57  0.961
16 H 6.00 2.62 17.37  0.439
17 H 1.97 -2.79 11.80  0.390
18 S -0.69 4.91 16.92  -0.060
19 H 3.33 -3.37 10.75  0.300
20 O 4.88 2.45 15.03  -0.458
21 S 2.81 1.19 13.15  -0.052
22 H 10.08 0.47 15.56  0.369
23 H 5.21 -2.45 13.88  0.329
24 H 4.17 -4.46 12.92  0.406
25 N 4.02 -1.08 12.83  -0.011
26 S 2.86 4.20 16.10  -0.083
27 S 0.85 3.54 13.75  -0.130
28 C 4.14 0.08 13.38  0.672
29 S 0.07 6.70 15.91  -0.072
30 C 6.82 1.45 15.72  0.689
31 C 9.13 0.92 15.94  -0.639
32 H 5.47 -2.56 12.12  0.223
33 Se 3.99 4.68 12.69  -0.114
34 H 5.81 -0.44 14.46  0.163
35 C 5.54 1.44 15.01  0.588
36 N 5.18 0.32 14.23  -0.072

Results
orbital gap (alpha / beta) = 6.67 / 6.67 eV
M = 602.46 g mol⁻¹
LUMO energy (alpha / beta) = -8.13 / -8.13 eV
net charge = +2
HOMO (alpha / beta) = -14.81 / -14.81 eV
multiplicity = 1

No. 5
C11H14BCoN7 | the ωB97M-V functional and the def2-TZVPD basis

Last column: Mulliken charge in e.
Element x y z (Å)
1 N -1.03 -0.18 -2.08  0.156
2 H 0.07 -2.34 2.87  0.212
3 N -1.43 -0.73 -0.85  0.117
4 C -2.95 -1.30 -2.41  -1.052
5 Co -0.45 -0.49 0.49  -0.073
6 C 0.14 3.10 -0.82  0.096
7 N 1.42 -0.29 -1.45  0.175
8 H -1.82 -0.16 -4.03  0.486
9 C 0.81 0.73 4.82  0.034
10 H 3.04 -0.24 -2.78  0.504
11 N 0.16 1.31 4.04  -0.442
12 C 2.26 -1.63 0.12  0.098
13 H -0.53 2.17 2.29  0.733
14 C -0.12 3.51 0.49  -1.170
15 H 0.36 3.64 -1.73  0.511
16 C -0.35 2.34 1.23  -0.078
17 C -0.99 -2.37 3.29  -0.621
18 C -1.93 -0.51 -3.00  0.055
19 H -1.17 -1.23 3.25  0.237
20 H 2.29 -2.20 1.05  0.449
21 H -1.53 -2.61 2.31  0.272
22 N 0.07 1.75 -0.88  0.094
23 C -2.60 -1.43 -1.08  -0.060
24 N 1.17 -0.90 -0.20  -0.054
25 N -0.26 1.27 0.40  0.154
26 H 0.59 1.15 -3.03  0.022
27 C 2.66 -0.64 -1.84  -0.013
28 H -3.82 -1.71 -2.88  0.448
29 H -0.16 4.51 0.88  0.430
30 H -3.05 -1.95 -0.26  0.477
31 C 3.22 -1.49 -0.89  -1.051
32 H 4.20 -1.95 -0.91  0.429
33 B 0.29 0.66 -1.98  0.087
34 H 1.43 0.21 5.57  0.338

Results
orbital gap (alpha / beta) = 6.05 / 6.18 eV
M = 314.03 g mol⁻¹
LUMO energy (alpha / beta) = -10.49 / -10.24 eV
ΔE to the lowest compared entry with this formula, charge and spin = 37.9 kJ/mol
net charge = +2
HOMO (alpha / beta) = -16.54 / -16.42 eV
multiplicity = 4

No. 6
C11H14BF3MoN6O3S | the ωB97M-V functional and the def2-TZVPD basis

Last column: Mulliken charge in e.
Element x y z (Å)
1 O 0.31 1.98 3.18  -0.560
2 C -2.80 -0.64 -4.07  -1.051
3 N -1.47 -0.62 -2.26  0.301
4 C 0.53 3.67 -0.92  -1.045
5 C 3.03 -1.86 -1.79  -1.244
6 H 3.15 -0.67 -3.70  0.460
7 C -2.72 -0.99 -2.73  -0.274
8 H 3.92 -2.46 -1.76  0.439
9 H -1.24 0.35 -5.34  0.523
10 C -0.56 -0.15 4.44  0.546
11 C 0.83 3.07 -2.13  0.112
12 N 1.06 -0.95 -1.21  0.423
13 N -0.78 -0.04 -3.34  0.059
14 C 2.66 -0.96 -2.77  -0.004
15 H -3.44 -1.41 -2.06  0.545
16 O 0.45 -0.19 2.00  -0.507
17 N 0.47 1.78 -2.09  0.076
18 H -0.39 2.69 0.91  0.552
19 H 1.94 -2.40 0.09  0.508
20 H -3.65 -0.80 -4.71  0.452
21 B 0.60 0.63 -3.11  0.040
22 C 2.01 -1.83 -0.82  -0.093
23 H -2.34 0.64 -0.38  0.330
24 H -1.49 -2.89 -0.49  0.342
25 H -1.42 -2.01 1.09  0.421
26 H 0.04 -2.85 0.49  0.334
27 C -1.58 -0.05 -4.41  0.021
28 N -0.07 1.52 -0.84  0.322
29 O -1.73 0.88 2.32  -0.582
30 C -0.04 2.67 -0.11  -0.132
31 F -1.48 0.48 5.21  -0.187
32 C -0.84 -2.28 0.17  -0.919
33 N 1.47 -0.43 -2.42  -0.098
34 F 0.61 -0.19 5.12  -0.192
35 H 0.68 4.68 -0.61  0.468
36 F -0.97 -1.42 4.24  -0.215
37 S -0.36 0.74 2.81  1.057
38 H 1.09 1.00 -4.13  0.029
39 Mo -0.97 -0.39 -0.42  0.216
40 H 1.29 3.48 -3.02  0.524

Results
orbital gap (alpha / beta) = 5.82 / 3.69 eV
M = 474.08 g mol⁻¹
LUMO energy (alpha / beta) = -10.09 / -12.23 eV
ΔE to the lowest compared entry with this formula, charge and spin = 132.8 kJ/mol
net charge = +2
HOMO (alpha / beta) = -15.90 / -15.92 eV
multiplicity = 3

No. 7
C11H14BF3N6O3PdS | the ωB97M-V functional and the def2-TZVPD basis

Last column: Mulliken charge in e.
Element x y z (Å)
1 N -1.79 -0.95 -1.24  0.119
2 C -3.41 -0.90 0.28  -0.319
3 Pd -1.06 0.38 1.49  0.940
4 S -0.34 1.94 3.68  1.259
5 C -1.20 0.86 4.95  0.644
6 N 1.51 -2.21 -1.92  -0.886
7 C 0.73 -1.72 -3.96  -0.242
8 F -0.28 0.32 5.78  -0.213
9 O 0.38 2.90 4.48  -0.575
10 N 0.57 -1.47 -2.63  0.685
11 C -3.94 -1.45 -0.89  -0.985
12 C 4.07 -0.30 2.42  -0.755
13 H 3.02 -0.03 2.59  -0.053
14 O -1.46 2.43 2.85  -0.586
15 F -2.06 1.61 5.68  -0.214
16 H 0.43 1.87 -3.25  0.457
17 H 4.22 -1.33 2.60  0.291
18 H -2.91 -1.80 -2.84  0.467
19 H 4.34 -0.06 1.39  0.250
20 H -1.04 -0.09 -3.11  -0.107
21 N -0.05 0.91 -1.43  0.014
22 H 0.30 3.18 0.88  0.412
23 C 0.50 3.08 -1.36  -1.076
24 H -4.95 -1.79 -1.04  0.392
25 F -1.90 -0.17 4.38  -0.227
26 O 0.54 0.98 2.93  -0.494
27 N -2.13 -0.54 0.05  -0.147
28 C 2.24 -2.90 -2.82  -0.194
29 H 3.05 -3.58 -2.55  0.407
30 H 2.19 -2.98 -5.05  0.371
31 C -2.91 -1.47 -1.81  0.014
32 H -3.88 -0.72 1.24  0.427
33 B -0.54 -0.45 -2.05  -0.211
34 H 4.71 0.27 3.10  0.265
35 H 0.78 4.06 -1.66  0.392
36 H 0.08 -1.24 -4.69  0.414
37 N -0.18 1.34 -0.11  0.157
38 C 0.33 1.97 -2.18  -0.058
39 C 1.80 -2.61 -4.13  -0.723
40 C 0.23 2.64 -0.05  -0.311

Results
orbital gap (alpha / beta) = 8.86 / 5.29 eV
M = 484.56 g mol⁻¹
LUMO energy (alpha / beta) = 0.10 / -3.47 eV
HOMO (alpha / beta) = -8.76 / -8.76 eV
multiplicity = 3

no.,strongest force on any atom (eV/A)
1,3.2
2,2.9
3,5.6
4,3.4
5,6.7
6,4.1
7,2.4